[1]
{
  "formula": "C22H17Cl5F9N4O6Sr",
  "method": "the ωB97M-V functional and the def2-TZVPD basis",
  "elements": ["Sr", "O", "C", "O", "C", "O", "C", "C", "O", "O", "H", "H", "H", "H", "H", "Cl", "C", "C", "C", "Cl", "C", "Cl", "C", "Cl", "C", "Cl", "C", "C", "C", "C", "N", "N", "C", "H", "H", "H", "H", "H", "H", "H", "H", "N", "C", "C", "N", "C", "H", "H", "H", "H", "F", "C", "F", "F", "C", "O", "C", "F", "F", "F", "C", "F", "F", "F"],
  "positions_angstrom": [[-0.730, 0.541, 0.387], [-4.440, -0.135, -1.034], [-3.241, -0.395, -0.520], [-2.920, -0.033, 0.576], [-2.401, -1.242, -1.438], [-1.248, -1.711, -0.822], [-1.474, -2.609, 0.251], [-0.503, -2.300, 1.460], [-0.133, -3.267, 2.108], [-0.261, -1.091, 1.635], [-4.910, 0.478, -0.444], [-2.091, -0.592, -2.258], [-3.029, -2.046, -1.856], [-1.331, -3.645, -0.083], [-2.487, -2.518, 0.655], [2.123, 1.401, 2.551], [0.700, 2.082, 3.211], [-0.436, 2.073, 2.400], [-1.559, 2.637, 3.003], [-3.013, 2.668, 2.097], [-1.572, 3.169, 4.290], [-3.011, 3.821, 4.969], [-0.413, 3.148, 5.053], [-0.398, 3.793, 6.646], [0.738, 2.588, 4.509], [2.163, 2.501, 5.467], [1.741, -5.832, -0.353], [2.199, -4.457, -0.023], [3.118, -3.979, 0.879], [3.075, -2.576, 0.749], [2.212, -2.227, -0.185], [1.697, -3.370, -0.652], [3.833, -1.571, 1.535], [2.516, -6.556, -0.109], [1.507, -5.921, -1.415], [0.845, -6.070, 0.224], [3.726, -4.551, 1.552], [0.890, -3.336, -1.253], [4.868, -1.880, 1.671], [3.368, -1.473, 2.513], [3.792, -0.599, 1.050], [2.522, -0.135, -2.411], [3.331, 0.751, -1.762], [2.557, 1.326, -0.800], [1.305, 0.797, -0.850], [1.317, -0.076, -1.817], [2.794, -0.756, -3.153], [4.359, 0.889, -2.033], [2.808, 2.087, -0.090], [0.482, -0.661, -2.129], [-4.035, 2.586, -1.493], [-3.212, 2.698, -2.536], [-3.568, 1.736, -3.402], [-3.500, 3.865, -3.125], [-1.723, 2.514, -2.093], [-1.609, 1.468, -1.331], [-0.873, 2.367, -3.401], [0.406, 2.717, -3.225], [-1.322, 3.079, -4.446], [-0.859, 1.090, -3.805], [-1.279, 3.853, -1.427], [-1.081, 4.831, -2.334], [-2.194, 4.321, -0.580], [-0.138, 3.735, -0.751]],
  "gap_ev": 7.481,
  "charge": -1,
  "e_above_lowest_kj_mol": 232.18,
  "multiplicity": 1,
  "energy_ha": -4749.70467
}



[2]
{
  "formula": "C22H17F2NO",
  "method": "the ωB97M-V functional and the def2-TZVPD basis",
  "elements": ["O", "C", "C", "C", "C", "C", "N", "C", "C", "H", "H", "H", "H", "C", "C", "C", "F", "C", "C", "C", "C", "C", "C", "F", "C", "C", "C", "C", "C", "C", "H", "H", "H", "H", "H", "H", "H", "H", "H", "H", "H", "H", "H"],
  "positions_angstrom": [[0.770, -1.138, 1.222], [1.214, -2.311, 1.003], [2.337, -3.008, 1.669], [2.827, -4.196, 1.185], [2.244, -4.841, 0.090], [2.751, -6.090, -0.436], [3.122, -7.102, -0.899], [1.126, -4.265, -0.511], [0.597, -3.092, -0.057], [2.808, -2.544, 2.533], [3.692, -4.665, 1.644], [0.643, -4.733, -1.359], [-0.276, -2.646, -0.522], [-2.603, 3.945, 4.391], [-2.346, 3.081, 3.225], [-1.463, 3.474, 2.230], [-0.835, 4.686, 2.385], [-1.150, 2.706, 1.124], [-1.617, 1.360, 1.005], [-1.246, 0.410, 0.016], [-0.509, 0.601, -1.184], [0.348, 1.705, -1.467], [1.028, 1.795, -2.666], [1.822, 2.892, -2.887], [0.979, 0.829, -3.661], [1.823, 0.943, -4.863], [0.096, -0.239, -3.433], [-0.649, -0.338, -2.269], [-2.629, 1.007, 1.971], [-2.962, 1.832, 3.034], [-3.357, 3.496, 5.028], [-1.722, 4.113, 5.011], [-2.963, 4.932, 4.107], [-0.541, 3.152, 0.350], [-1.784, -0.536, 0.072], [0.484, 2.484, -0.731], [1.669, 0.086, -5.509], [1.610, 1.833, -5.450], [2.887, 0.981, -4.632], [0.013, -1.015, -4.202], [-1.388, -1.141, -2.163], [-3.149, 0.054, 1.835], [-3.701, 1.505, 3.773]],
  "gap_ev": 3.284,
  "multiplicity": 1,
  "energy_ha": -1178.14800
}



[3]
{
  "formula": "C22H17F4O2",
  "method": "the ωB97M-V functional and the def2-TZVPD basis",
  "elements": ["F", "C", "C", "C", "F", "C", "C", "C", "C", "C", "C", "F", "C", "C", "F", "C", "C", "H", "H", "H", "H", "H", "H", "H", "C", "C", "O", "C", "H", "C", "C", "C", "C", "C", "C", "O", "H", "H", "H", "H", "H", "H", "H", "H", "H"],
  "positions_angstrom": [[-3.222, 0.310, 1.807], [-2.119, -0.371, 2.283], [-2.313, -1.460, 3.143], [-1.206, -2.163, 3.624], [-1.361, -3.188, 4.545], [0.074, -1.754, 3.295], [0.248, -0.632, 2.440], [1.683, -0.222, 2.240], [2.263, 0.193, 0.900], [3.674, 0.035, 0.795], [4.334, 0.652, -0.256], [5.716, 0.585, -0.295], [3.649, 1.443, -1.175], [2.261, 1.539, -1.096], [1.583, 2.335, -1.995], [1.548, 0.913, -0.084], [-0.850, 0.088, 1.948], [-3.306, -1.764, 3.425], [0.947, -2.297, 3.649], [2.313, -1.054, 2.686], [4.230, -0.513, 1.550], [4.182, 2.004, -1.929], [0.458, 0.988, -0.117], [-0.756, 0.961, 1.298], [0.875, 2.219, 6.191], [-0.343, 2.555, 5.388], [0.189, 3.052, 4.080], [1.500, 3.158, 4.264], [1.852, 0.656, 2.877], [2.281, 4.031, 3.437], [2.205, 5.346, 3.894], [2.905, 6.347, 3.223], [3.638, 5.992, 2.086], [3.689, 4.672, 1.615], [3.015, 3.646, 2.280], [2.027, 2.477, 5.268], [0.985, 2.840, 7.088], [0.881, 1.169, 6.475], [-0.925, 1.650, 5.178], [-0.971, 3.306, 5.886], [1.599, 5.571, 4.774], [2.841, 7.359, 3.636], [4.167, 6.786, 1.577], [4.271, 4.457, 0.704], [3.018, 2.595, 1.933]],
  "gap_ev": 7.579,
  "charge": 1,
  "multiplicity": 1,
  "energy_ha": -1398.17762
}



[4]
{
  "formula": "C22H17N2O5",
  "method": "the ωB97M-V functional and the def2-TZVPD basis",
  "elements": ["C", "C", "C", "N", "C", "O", "N", "C", "O", "H", "H", "H", "H", "H", "C", "O", "C", "C", "C", "C", "C", "C", "C", "O", "C", "C", "C", "C", "C", "C", "C", "O", "C", "C", "H", "H", "H", "H", "H", "H", "H", "H", "H", "H", "H", "H"],
  "positions_angstrom": [[-4.098, 2.857, 0.734], [-2.638, 3.141, 0.738], [-1.660, 2.151, 0.737], [-0.345, 2.288, 0.710], [0.158, 3.585, 0.725], [1.349, 3.861, 0.720], [-0.799, 4.612, 0.745], [-2.181, 4.523, 0.736], [-2.872, 5.543, 0.729], [-4.653, 3.799, 0.729], [-4.387, 2.269, -0.148], [-4.393, 2.274, 1.618], [-1.989, 1.098, 0.751], [-0.407, 5.544, 0.744], [1.351, -0.515, -5.876], [2.516, -0.316, -5.039], [2.305, -0.221, -3.698], [1.013, -0.273, -3.112], [0.891, -0.219, -1.738], [2.018, -0.109, -0.896], [1.853, -0.107, 0.540], [1.148, -1.044, 1.218], [0.990, -1.043, 2.708], [1.439, -0.236, 3.508], [0.157, -2.245, 3.017], [-0.135, -2.946, 1.840], [-0.916, -4.097, 1.857], [-1.417, -4.545, 3.083], [-1.122, -3.843, 4.274], [-0.328, -2.690, 4.242], [0.483, -2.271, 0.663], [0.424, -2.687, -0.489], [3.296, -0.008, -1.503], [3.448, -0.080, -2.870], [1.755, -0.556, -6.887], [0.843, -1.460, -5.625], [0.644, 0.323, -5.778], [0.119, -0.384, -3.730], [-0.103, -0.257, -1.298], [2.411, 0.629, 1.118], [-1.118, -4.612, 0.918], [-2.039, -5.440, 3.122], [-1.518, -4.203, 5.223], [-0.080, -2.126, 5.140], [4.167, 0.081, -0.854], [4.424, -0.042, -3.349]],
  "gap_ev": 5.420,
  "charge": -1,
  "e_above_lowest_kj_mol": 73.22,
  "multiplicity": 1,
  "energy_ha": -1334.35533
}